[1]
Formula: C6H10S2
Source: the Open Molecules 2025 dataset
Level of theory: ωB97M-V with the def2-TZVPD basis set

Output
**Relative energy (zero: lowest compared OMol25 entry of this formula, charge and spin)**: 3.1018 eV
**SMILES**: CC=C1CC1.S=CS

```
18
C6H10S2 | the Open Molecules 2025 dataset | ωB97M-V with the def2-TZVPD basis set
C -1.97 -1.15 -0.45
C -0.67 -1.01 -1.17
C -0.12 0.17 -1.28
C 0.94 1.06 -1.71
C -0.22 1.55 -0.92
H -2.59 -2.06 -0.59
H -2.67 -0.32 -0.76
H -1.60 -1.12 0.65
H -0.20 -1.90 -1.51
H 0.83 1.34 -2.72
H 2.00 0.99 -1.34
H -0.06 1.77 0.06
H -0.92 2.32 -1.38
S 2.97 0.39 1.54
C 1.63 -0.33 2.08
S 1.33 -0.65 3.78
H 0.64 -0.55 1.57
H 2.59 -0.75 4.12
```

Charges computed using Löwdin, reported in e: number 1, C, carries -0.104; number 2, C, carries -0.136; number 3, C, carries -0.297; number 4, C, carries -0.103; number 5, C, carries -0.117; number 6, H, carries 0.070; number 7, H, carries 0.087; number 8, H, carries 0.091; number 9, H, carries 0.091; number 10, H, carries 0.086; number 11, H, carries 0.093; number 12, H, carries 0.063; number 13, H, carries 0.135; number 14, S, carries 0.608; number 15, C, carries -1.123; number 16, S, carries 0.699; number 17, H, carries 0.005; number 18, H, carries -0.149

***

[2]
Formula: C6H10Si
Source: the Open Molecules 2025 dataset
Level of theory: ωB97M-V with the def2-TZVPD basis set

Output
**Relative energy (zero: lowest compared OMol25 entry of this formula, charge and spin)**: 0.3430 eV
**SMILES**: CC1=CC=CC[SiH2]1

```
17
C6H10Si | the Open Molecules 2025 dataset | ωB97M-V with the def2-TZVPD basis set
C -0.61 -1.66 1.68
C -0.24 -0.58 0.82
C -0.92 0.59 0.87
C -0.56 1.70 0.06
C 0.13 1.80 -1.07
C 0.74 0.59 -1.74
Si 1.02 -0.78 -0.51
H -0.99 -1.25 2.60
H 0.28 -2.34 1.85
H -1.43 -2.39 1.20
H -1.75 0.97 1.44
H -1.09 2.70 0.28
H 0.17 2.69 -1.69
H 0.39 0.26 -2.72
H 1.75 0.93 -1.94
H 1.00 -2.06 -1.37
H 2.12 -1.17 0.25
```

Charges computed using Löwdin, reported in e: number 1, C, carries -0.152; number 2, C, carries -0.425; number 3, C, carries -0.123; number 4, C, carries -0.176; number 5, C, carries -0.172; number 6, C, carries -0.304; number 7, Si, carries 0.686; number 8, H, carries 0.064; number 9, H, carries 0.083; number 10, H, carries 0.130; number 11, H, carries 0.109; number 12, H, carries 0.128; number 13, H, carries 0.096; number 14, H, carries 0.085; number 15, H, carries 0.059; number 16, H, carries -0.024; number 17, H, carries -0.066

***

[3]
Formula: C6H10Si
Source: the Open Molecules 2025 dataset
Level of theory: ωB97M-V with the def2-TZVPD basis set

Output
**Relative energy (zero: lowest compared OMol25 entry of this formula, charge and spin)**: 3.0812 eV

```
17
C6H10Si | the Open Molecules 2025 dataset | ωB97M-V with the def2-TZVPD basis set
C 2.94 2.29 -1.27
C 2.04 2.04 -0.46
C 0.47 -0.33 0.65
C -0.64 -0.97 0.17
C -0.72 -2.42 0.12
C -1.90 -0.26 -0.40
Si 0.90 2.06 0.95
H 3.58 2.00 -2.06
H 1.29 -0.91 1.04
H -0.18 -3.09 0.73
H -1.84 -2.67 0.21
H -0.41 -2.68 -0.90
H -2.11 0.73 -0.03
H -2.73 -0.85 -0.38
H -1.71 -0.16 -1.41
H 1.45 2.72 2.21
H -0.43 2.51 0.83
```

Charges computed using Löwdin, reported in e: number 1, C, carries 0.028; number 2, C, carries -0.324; number 3, C, carries -0.063; number 4, C, carries -0.443; number 5, C, carries -0.106; number 6, C, carries -0.050; number 7, Si, carries 0.707; number 8, H, carries 0.013; number 9, H, carries 0.012; number 10, H, carries 0.060; number 11, H, carries 0.106; number 12, H, carries 0.092; number 13, H, carries 0.058; number 14, H, carries 0.032; number 15, H, carries 0.054; number 16, H, carries -0.061; number 17, H, carries -0.114

***

[4]
Formula: C6H11AlBrO4
Source: the Open Molecules 2025 dataset
Level of theory: ωB97M-V with the def2-TZVPD basis set

Output
**Total charge**: +3

```
23
C6H11AlBrO4 | the Open Molecules 2025 dataset | ωB97M-V with the def2-TZVPD basis set
C 2.88 0.68 0.94
C 2.17 1.34 -0.28
O 2.09 0.51 -1.48
O 2.03 -0.83 -1.22
C 0.67 -1.28 -1.08
O 0.09 -1.55 -2.16
O 0.22 -1.43 0.20
C -1.21 -1.32 0.37
Br -1.64 -2.51 1.90
C -1.70 0.16 0.81
C -2.85 0.71 -0.11
H 3.98 0.50 0.78
H 2.44 -0.30 1.27
H 2.75 1.38 1.80
H 1.15 1.74 -0.05
H 2.80 2.23 -0.58
H -1.85 -1.73 -0.51
H -0.83 0.87 0.79
H -2.04 0.14 1.87
H -2.91 1.82 0.08
H -2.63 0.53 -1.21
H -3.84 0.28 0.19
Al -1.76 -1.92 -2.32
```

Charges computed using Löwdin, reported in e: number 1, C, carries -0.006; number 2, C, carries -0.110; number 3, O, carries 0.053; number 4, O, carries 0.109; number 5, C, carries -0.240; number 6, O, carries 0.095; number 7, O, carries 0.056; number 8, C, carries -0.614; number 9, Br, carries 1.127; number 10, C, carries -0.182; number 11, C, carries -0.039; number 12, H, carries 0.141; number 13, H, carries 0.088; number 14, H, carries 0.123; number 15, H, carries 0.150; number 16, H, carries 0.195; number 17, H, carries -0.026; number 18, H, carries 0.126; number 19, H, carries 0.126; number 20, H, carries 0.137; number 21, H, carries 0.068; number 22, H, carries 0.119; number 23, Al, carries 1.504

***

[5]
Formula: C6H11BO
Source: the Open Molecules 2025 dataset
Level of theory: ωB97M-V with the def2-TZVPD basis set

Output
**Relative energy (zero: lowest compared OMol25 entry of this formula, charge and spin)**: 3.4883 eV
**SMILES**: B1CCCC1.C=C=O

```
19
C6H11BO | the Open Molecules 2025 dataset | ωB97M-V with the def2-TZVPD basis set
B -0.25 0.86 1.52
C 1.28 0.70 1.27
C 1.57 -0.53 0.51
C 0.45 -1.59 0.85
C -0.71 -0.69 1.12
H -0.91 1.62 2.06
H 1.95 1.50 0.91
H 1.69 0.56 2.32
H 1.24 -0.26 -0.48
H 2.54 -0.93 0.50
H 0.69 -2.11 1.69
H 0.08 -2.24 -0.01
H -1.59 -1.07 1.58
H -1.09 -0.34 0.19
C -1.81 1.15 -2.79
C -0.61 0.65 -2.83
O 0.47 0.21 -2.58
H -2.68 0.69 -2.26
H -2.32 1.83 -3.55
```

Charges computed using Löwdin, reported in e: number 1, B, carries -0.036; number 2, C, carries -0.199; number 3, C, carries -0.213; number 4, C, carries -0.188; number 5, C, carries -0.186; number 6, H, carries 0.045; number 7, H, carries 0.105; number 8, H, carries 0.136; number 9, H, carries 0.075; number 10, H, carries 0.092; number 11, H, carries 0.069; number 12, H, carries 0.130; number 13, H, carries 0.076; number 14, H, carries 0.077; number 15, C, carries -0.016; number 16, C, carries -0.264; number 17, O, carries 0.129; number 18, H, carries 0.083; number 19, H, carries 0.084

***

[6]
Formula: C6H11Cl13
Source: the Open Molecules 2025 dataset
Level of theory: ωB97M-V with the def2-TZVPD basis set

Output
**Relative energy (zero: lowest compared OMol25 entry of this formula, charge and spin)**: 0.0617 eV
**SMILES**: ClC(Cl)Cl.ClCCl.ClCCl.ClCCl.ClCCl.ClCCl

```
30
C6H11Cl13 | the Open Molecules 2025 dataset | ωB97M-V with the def2-TZVPD basis set
Cl 1.83 12.27 -4.04
C 3.19 12.18 -5.13
Cl 3.45 13.73 -5.95
Cl 2.98 10.90 -6.31
H 4.09 11.97 -4.57
Cl -2.10 12.77 -5.64
C -0.86 11.65 -6.17
Cl -0.76 10.20 -5.13
H -1.09 11.30 -7.16
H 0.12 12.11 -6.13
Cl 0.39 15.51 -5.92
C 1.12 16.25 -7.35
Cl 1.50 17.96 -7.12
H 2.04 15.73 -7.58
H 0.41 16.15 -8.16
Cl 6.75 10.90 -4.73
C 6.55 9.82 -3.33
Cl 4.86 9.48 -2.98
H 7.07 8.90 -3.57
H 7.00 10.30 -2.48
Cl 4.91 11.35 -9.70
C 5.95 11.00 -8.33
Cl 5.92 9.32 -7.88
H 6.97 11.28 -8.57
H 5.59 11.58 -7.49
Cl 7.37 14.13 -2.98
C 7.43 14.30 -4.75
Cl 8.89 13.62 -5.45
H 6.57 13.79 -5.18
H 7.38 15.35 -4.98
```

Charges computed using Löwdin, reported in e: number 1, Cl, carries 0.570; number 2, C, carries -1.539; number 3, Cl, carries 0.534; number 4, Cl, carries 0.560; number 5, H, carries -0.049; number 6, Cl, carries 0.512; number 7, C, carries -1.040; number 8, Cl, carries 0.469; number 9, H, carries 0.025; number 10, H, carries -0.049; number 11, Cl, carries 0.493; number 12, C, carries -1.029; number 13, Cl, carries 0.504; number 14, H, carries -0.011; number 15, H, carries 0.024; number 16, Cl, carries 0.532; number 17, C, carries -0.975; number 18, Cl, carries 0.542; number 19, H, carries 0.029; number 20, H, carries 0.028; number 21, Cl, carries 0.509; number 22, C, carries -1.082; number 23, Cl, carries 0.507; number 24, H, carries 0.028; number 25, H, carries -0.035; number 26, Cl, carries 0.488; number 27, C, carries -1.049; number 28, Cl, carries 0.506; number 29, H, carries -0.030; number 30, H, carries 0.026

***

no.,LUMO energy (eV),gap between HOMO and LUMO (Ha),HOMO (Eh)
1,-0.5,0.309,-0.3289
2,0.5,0.324,-0.3043
3,0.5,0.337,-0.3194
4,-18.7,0.109,-0.7958
5,0.5,0.372,-0.3550
6,0.3,0.408,-0.3982